The following is a quantum chemistry calculation of a 4-piece molecular cluster, C12H30ClO6 overall, from the OMol25 dataset.

Geometry as ORCA input:
```
! wB97M-V def2-TZVPD RIJCOSX def2/J DEFGRID3
* xyz 0 2
Cl 1.570 -0.024 -1.777
C -0.875 -1.146 4.676
O -0.945 -1.141 3.314
C -2.352 -0.903 3.004
C -2.576 -1.141 1.472
O -1.601 -0.662 0.552
C -2.138 0.034 -0.586
H -1.452 -1.991 5.052
H -1.207 -0.211 5.126
H 0.185 -1.258 4.903
H -2.638 0.098 3.329
H -3.106 -1.574 3.416
H -3.589 -0.757 1.348
H -2.662 -2.224 1.389
H -2.828 -0.536 -1.208
H -1.292 0.453 -1.133
H -2.688 0.923 -0.278
C 2.855 -2.923 4.121
O 2.165 -1.809 3.438
C 2.815 -0.531 3.666
C 2.040 0.648 3.022
O 1.347 0.260 1.832
C 0.480 1.331 1.439
H 3.720 -3.298 3.574
H 2.155 -3.753 4.214
H 3.135 -2.598 5.123
H 3.863 -0.459 3.376
H 2.810 -0.413 4.749
H 2.861 1.299 2.723
H 1.485 1.200 3.780
H 0.169 1.254 0.397
H 1.062 2.252 1.482
H -0.418 1.363 2.057
C -1.222 -1.462 -4.574
O -0.158 -0.485 -4.750
C -0.806 0.827 -4.783
C 0.161 1.920 -4.606
O 1.376 2.014 -5.500
C 1.349 3.239 -6.348
H -1.834 -1.517 -5.474
H -1.787 -1.271 -3.661
H -0.771 -2.428 -4.347
H -1.604 0.960 -4.053
H -1.357 0.918 -5.720
H 0.603 1.776 -3.620
H -0.345 2.885 -4.560
H 1.361 4.144 -5.741
H 0.427 3.312 -6.925
H 2.257 3.408 -6.928
*
```

Output
Gap between HOMO and LUMO (alpha / beta) (eV): 10.072 / 5.978
<S²>: 0.75
Energy above the lowest of the compared OMol25 structures with the same formula, charge and spin (eV): 0.000
E_LUMO (alpha / beta) (eV): 0.823 / -3.265
HOMO level (alpha / beta) (eV): -9.2 / -9.2

The following is a quantum chemistry calculation of C12H30F12N2O4P2Sr as an isolated structure, from the OMol25 dataset.

Geometry as ORCA input:
```
! wB97M-V def2-TZVPD RIJCOSX def2/J DEFGRID3
* xyz 0 1
Sr -0.848 -0.130 0.308
P 1.861 3.167 0.434
F 2.445 2.739 -1.026
F 0.754 4.074 -0.316
F 0.824 1.902 0.327
F 1.204 3.471 1.892
F 2.978 2.212 1.115
F 2.828 4.438 0.612
P -2.899 -2.703 -0.127
F -1.684 -2.405 0.927
F -3.917 -3.206 1.013
F -3.344 -1.168 0.209
F -3.983 -2.950 -1.253
F -1.862 -2.082 -1.212
F -2.286 -4.171 -0.356
C 4.021 -1.805 -4.241
O 2.970 -1.674 -3.315
C 3.422 -1.105 -2.104
C 2.241 -0.497 -1.368
N 1.188 -1.446 -0.968
C 1.638 -2.392 0.096
C 2.066 -1.710 1.407
O 1.048 -0.824 1.878
C 1.547 -0.044 2.956
H 4.806 -2.438 -3.805
H 4.407 -0.848 -4.595
H 3.695 -2.378 -5.111
H 4.108 -0.271 -2.301
H 3.989 -1.852 -1.533
H 1.807 0.223 -2.063
H 2.579 0.057 -0.495
H 1.019 -2.126 -1.708
H 2.477 -3.021 -0.218
H 0.828 -3.085 0.331
H 3.013 -1.182 1.266
H 2.237 -2.481 2.164
H 0.808 0.729 3.160
H 2.487 0.449 2.698
H 1.734 -0.616 3.869
C -2.156 -0.794 3.719
O -1.803 0.064 2.641
C -2.305 1.378 2.978
C -2.174 2.375 1.831
N -2.720 1.683 0.640
C -2.481 2.469 -0.579
C -2.452 1.618 -1.840
O -1.227 0.898 -1.994
C -1.217 0.196 -3.226
H -3.210 -1.070 3.606
H -2.037 -0.337 4.702
H -1.600 -1.727 3.674
H -1.679 1.762 3.792
H -3.327 1.333 3.359
H -1.138 2.698 1.710
H -2.785 3.252 2.068
H -3.718 1.717 0.828
H -1.529 2.989 -0.441
H -3.228 3.258 -0.712
H -2.525 2.417 -2.592
H -3.321 0.976 -2.017
H -0.218 -0.211 -3.372
H -1.399 0.813 -4.111
H -1.958 -0.605 -3.212
*
```

Output
Gap between HOMO and LUMO (eV): 10.389
Energy above the lowest of the compared OMol25 structures with the same formula, charge and spin (eV): 0.957
E_LUMO (eV): 0.136
HOMO level (eV): -10.3

The following is a quantum chemistry calculation of C12H30F5NbO4PS as an isolated structure, from the OMol25 dataset.

Geometry as ORCA input:
```
! wB97M-V def2-TZVPD RIJCOSX def2/J DEFGRID3
* xyz -1 1
C -0.611 -3.632 -1.401
P 0.024 -2.260 -2.591
C 1.824 -1.898 -2.163
Nb -1.562 -0.315 -2.251
S 0.288 1.339 -1.698
O 1.247 1.467 -2.882
O -0.408 2.701 -1.625
C 1.253 0.953 -0.130
F 0.745 -0.280 0.358
F 2.618 0.894 -0.440
C 1.076 1.996 1.059
F 2.113 1.722 1.994
F -0.106 1.714 1.730
F 1.234 3.322 0.713
H -1.116 -3.131 -0.508
H -1.374 -4.234 -2.003
H 0.239 -4.285 -1.032
H 2.230 -0.930 -2.598
H 2.445 -2.730 -2.665
H 2.065 -2.006 -1.047
H -1.738 -0.651 -0.465
H -2.778 1.027 -2.091
H -1.435 0.097 -4.045
H -2.961 -1.470 -2.540
C -0.865 5.756 0.348
C -1.881 4.971 -0.462
O -3.189 4.994 0.101
C -3.807 6.265 0.199
C -4.031 6.932 -1.147
H -0.895 5.458 1.400
H 0.142 5.589 -0.039
H -1.065 6.832 0.307
H -1.575 3.923 -0.487
H -1.906 5.311 -1.502
H -3.239 6.916 0.873
H -4.778 6.097 0.673
H -3.085 7.225 -1.609
H -4.639 7.832 -1.032
H -4.532 6.249 -1.837
C 3.402 -4.035 1.372
C 1.947 -4.113 1.798
O 1.306 -5.317 1.397
C 1.834 -6.520 1.932
C 1.735 -6.600 3.446
H 3.505 -4.252 0.306
H 3.806 -3.040 1.573
H 4.017 -4.760 1.914
H 1.397 -3.299 1.319
H 1.842 -3.966 2.878
H 2.865 -6.669 1.595
H 1.244 -7.332 1.499
H 2.401 -5.881 3.928
H 2.012 -7.598 3.795
H 0.718 -6.378 3.778
*
```

Output
Gap between HOMO and LUMO (eV): 6.086
E_LUMO (eV): 1.437
HOMO level (eV): -4.6

The following is a quantum chemistry calculation of C12H30N2NaO4 as an isolated structure, from the OMol25 dataset.

Geometry as ORCA input:
```
! wB97M-V def2-TZVPD RIJCOSX def2/J DEFGRID3
* xyz 1 1
Na -12.665 -25.669 -5.374
C -11.081 -27.688 -2.609
O -11.229 -26.302 -2.831
C -11.330 -25.488 -1.687
C -11.188 -23.978 -2.193
N -12.153 -23.406 -3.150
C -13.492 -23.245 -2.520
C -14.499 -22.794 -3.633
O -14.440 -23.596 -4.725
C -15.628 -23.556 -5.446
H -12.043 -28.093 -2.295
H -10.463 -27.943 -1.748
H -10.792 -28.246 -3.500
H -10.618 -25.674 -0.883
H -12.345 -25.452 -1.292
H -10.186 -23.732 -2.545
H -11.237 -23.397 -1.273
H -11.831 -22.486 -3.411
H -13.524 -22.544 -1.686
H -13.951 -24.199 -2.264
H -14.264 -21.822 -4.066
H -15.473 -22.824 -3.143
H -15.904 -22.519 -5.639
H -16.365 -24.117 -4.871
H -15.478 -24.188 -6.321
C -10.227 -25.559 -7.185
O -11.483 -26.013 -7.657
C -11.535 -27.327 -8.169
C -13.005 -27.574 -8.619
N -13.930 -27.544 -7.480
C -14.168 -28.766 -6.837
C -15.021 -28.581 -5.537
O -14.440 -27.638 -4.672
C -14.907 -27.620 -3.366
H -10.298 -24.570 -6.734
H -9.532 -25.443 -8.017
H -9.829 -26.289 -6.480
H -11.157 -28.094 -7.492
H -10.838 -27.268 -9.004
H -13.181 -28.449 -9.245
H -13.250 -26.754 -9.294
H -14.793 -27.241 -7.907
H -13.300 -29.359 -6.552
H -14.663 -29.410 -7.565
H -15.124 -29.568 -5.087
H -15.916 -28.273 -6.077
H -14.426 -26.887 -2.718
H -14.947 -28.636 -2.973
H -15.967 -27.370 -3.325
*
```

Output
Gap between HOMO and LUMO (eV): 10.103
Energy above the lowest of the compared OMol25 structures with the same formula, charge and spin (eV): 2.420
E_LUMO (eV): -2.066
HOMO level (eV): -12.2

The following is a quantum chemistry calculation of C12H30NO9Sr as an isolated structure, from the OMol25 dataset.

Geometry as ORCA input:
```
! wB97M-V def2-TZVPD RIJCOSX def2/J DEFGRID3
* xyz 1 1
Sr 1.083 0.897 0.235
N 4.008 -2.128 2.921
O 2.944 -1.625 3.236
O 4.500 -2.926 3.643
O 4.387 -1.826 1.766
C -2.850 -0.135 -2.205
O -2.725 0.585 -0.986
C -3.974 0.673 -0.274
C -3.682 1.322 1.072
O -2.545 0.781 1.638
C -2.630 0.917 3.114
H -3.163 -1.153 -1.969
H -1.851 -0.103 -2.638
H -3.583 0.310 -2.878
H -4.391 -0.301 -0.016
H -4.765 1.336 -0.623
H -4.613 1.347 1.638
H -3.617 2.404 0.957
H -1.635 1.037 3.542
H -3.073 0.033 3.573
H -3.254 1.741 3.459
C -0.269 5.373 -0.928
O 0.289 4.867 0.340
C 1.052 5.833 0.991
C 1.836 5.199 2.154
O 2.684 4.105 1.778
C 3.957 4.680 1.454
H -1.061 6.112 -0.804
H -0.682 4.571 -1.540
H 0.548 5.920 -1.400
H 0.552 6.741 1.328
H 1.775 6.127 0.230
H 1.138 4.713 2.835
H 2.227 6.000 2.780
H 3.964 5.700 1.068
H 4.598 4.076 0.812
H 4.509 4.597 2.390
C -0.517 -4.465 -0.542
O 0.532 -3.743 -1.239
C 1.130 -4.352 -2.355
C 1.742 -5.692 -2.043
O 0.774 -6.759 -1.887
C 0.117 -7.165 -3.111
H -1.215 -3.731 -0.139
H -0.221 -5.193 0.214
H -1.128 -4.929 -1.317
H 1.939 -3.728 -2.733
H 0.353 -4.385 -3.120
H 2.362 -5.678 -1.147
H 2.439 -5.920 -2.850
H -0.877 -6.771 -3.324
H 0.089 -8.254 -3.145
H 0.791 -7.037 -3.958
*
```

Output
Gap between HOMO and LUMO (eV): 3.114
Energy above the lowest of the compared OMol25 structures with the same formula, charge and spin (eV): 9.409
E_LUMO (eV): -6.225
HOMO level (eV): -9.3

The following is a quantum chemistry calculation of an isolated ion of composition C12H30O2P and charge -1, from the OMol25 dataset.

Geometry as ORCA input:
```
! wB97M-V def2-TZVPD RIJCOSX def2/J DEFGRID3
* xyz -1 1
C 5.362 -1.718 1.217
O 4.613 -2.099 0.057
C 3.233 -1.844 0.259
C 2.870 -0.322 0.306
C 2.742 0.306 -1.134
C 1.257 0.570 -1.566
C 0.911 2.075 -1.786
C 0.178 2.757 -0.591
C -1.067 1.925 -0.072
C -0.718 1.414 1.355
C -1.876 0.664 2.120
P -3.108 -0.327 1.039
C -4.431 -1.328 0.067
C -3.934 -1.913 -1.280
O -4.131 -0.917 -2.313
H 4.705 -1.439 2.059
H 5.932 -0.807 0.952
H 6.013 -2.566 1.480
H 2.589 -2.317 -0.500
H 2.913 -2.257 1.242
H 3.591 0.274 0.892
H 1.893 -0.255 0.816
H 3.168 -0.459 -1.818
H 3.394 1.193 -1.234
H 1.128 0.065 -2.546
H 0.602 0.055 -0.843
H 1.885 2.604 -1.900
H 0.374 2.259 -2.736
H -0.196 3.730 -0.974
H 0.858 2.933 0.261
H -1.223 1.124 -0.810
H -1.963 2.564 -0.035
H -0.477 2.328 1.948
H 0.206 0.802 1.389
H -2.422 1.347 2.800
H -1.377 -0.088 2.777
H -2.727 -1.581 1.724
H -2.102 -0.627 0.023
H -3.573 0.879 0.352
H -4.127 -0.124 2.096
H -5.284 -0.640 -0.133
H -4.800 -2.147 0.723
H -2.894 -2.284 -1.246
H -4.600 -2.772 -1.538
H -3.387 -1.038 -2.899
*
```

Output
Gap between HOMO and LUMO (eV): 5.916
E_LUMO (eV): 2.816
HOMO level (eV): -3.1